ORCA calculation (the ωB97M-V functional and the def2-TZVPD basis) on a molecular structure, C4H3Li2O2Yb at a distorted geometry.

```
12
Properties=species:S:1:pos:R:3:nbo_charge:R:1
C 0.32559 -0.97243 0.43635 0.678
O -0.40303 -1.66167 1.10521 -0.704
Li -0.00147 -2.80111 2.61852 0.993
Yb -1.99665 1.84599 -1.13368 1.867
C 1.38996 1.73244 0.05097 -0.213
C 0.26055 1.33192 -0.54256 -0.270
C -0.05762 -0.16518 -0.77544 -0.146
O -1.42718 -0.29849 -1.04452 -1.053
Li -2.31071 -1.61640 -0.16608 0.974
H 1.30508 1.93668 1.16050 0.298
H 0.57095 -0.54016 -1.60551 0.304
H 2.34454 1.20840 -0.10377 0.273
```

Results
* HOMO (spin up / spin down): -20.296 / -20.463 eV
* multiplicity: 3
* gap between HOMO and LUMO (spin up / spin down): 8.36 / 7.45 eV
* total charge: +3
* ⟨S²⟩: 2.012